No. 1
C38H39N2S4SiTa as an isolated structure, computed with wB97M-V/def2-TZVPD.

The geometry in XYZ format:
```
85
Properties=species:S:1:pos:R:3:forces:R:3:lowdin_charge:R:1
Ta -0.291 0.114 0.622 -0.30 0.30 0.22 1.141
C 2.340 -1.297 -0.863 0.00 -0.03 -0.02 -0.051
C 1.369 -2.438 -1.044 0.03 0.04 0.02 -0.217
C 1.444 -3.220 -2.185 0.01 -0.02 0.02 -0.011
C 0.595 -4.303 -2.359 0.01 0.00 -0.01 -0.022
C -0.342 -4.619 -1.392 -0.03 0.00 -0.06 -0.020
C -0.476 -3.858 -0.235 -0.01 -0.01 -0.01 -0.222
C -1.545 -4.241 0.748 -0.05 0.02 0.01 -0.019
C 0.394 -2.772 -0.087 0.01 0.09 0.04 -0.210
N 0.317 -1.896 1.065 0.13 -0.02 -0.27 -0.022
C 0.494 -2.280 2.281 0.13 0.01 -0.06 -0.208
C 0.819 -3.664 2.691 -0.02 -0.01 0.03 0.039
C 0.488 -1.174 3.305 -0.05 -0.20 0.11 -0.255
C 0.601 -1.523 4.744 -0.08 -0.05 -0.01 0.023
N 0.383 0.010 2.820 -0.03 0.41 -0.16 -0.010
C 0.647 1.163 3.653 -0.07 -0.09 0.00 -0.257
C -0.313 2.184 3.711 -0.05 -0.07 -0.01 -0.232
C -1.613 2.072 2.979 0.15 0.00 -0.09 -0.044
C -0.037 3.310 4.464 0.06 -0.03 0.04 -0.008
C 1.178 3.433 5.128 -0.02 0.02 0.01 -0.025
C 2.128 2.439 5.017 0.03 0.00 0.02 -0.013
C 1.890 1.281 4.277 0.10 -0.02 -0.01 -0.208
C 3.007 0.276 4.151 0.02 0.06 -0.03 -0.019
H 3.309 -1.561 -1.286 -0.01 -0.01 -0.01 0.103
H 2.522 -1.041 0.184 -0.01 0.00 0.01 0.065
H 2.006 -0.399 -1.390 0.01 0.00 0.02 0.048
H 2.194 -2.993 -2.932 0.00 0.00 0.00 0.131
H 0.674 -4.912 -3.250 0.00 0.01 0.00 0.125
H -1.002 -5.466 -1.533 0.01 0.00 0.00 0.134
H -2.500 -4.310 0.228 -0.04 -0.02 0.00 0.097
H -1.679 -3.535 1.565 -0.02 0.02 -0.02 0.050
H -1.335 -5.225 1.170 0.00 0.01 0.01 0.107
H 1.004 -4.303 1.833 0.01 0.01 0.02 0.104
H -0.011 -4.078 3.272 0.00 -0.01 0.00 0.122
H 1.693 -3.658 3.345 0.00 0.01 0.01 0.115
H -0.163 -2.268 4.980 0.00 -0.01 -0.01 0.104
H 0.467 -0.647 5.371 -0.01 -0.03 0.01 0.110
H 1.567 -1.978 4.970 -0.02 0.00 -0.02 0.106
H -2.272 1.301 3.369 -0.03 -0.04 0.02 0.077
H -1.460 1.876 1.897 -0.03 -0.05 -0.01 -0.003
H -2.164 3.011 2.982 0.00 0.01 0.01 0.109
H -0.775 4.099 4.529 0.00 -0.01 0.00 0.128
H 1.386 4.316 5.717 0.00 0.01 -0.01 0.123
H 3.089 2.557 5.502 0.00 0.00 0.00 0.130
H 3.955 0.799 4.046 0.00 0.00 0.00 0.100
H 2.902 -0.381 3.285 0.02 0.02 0.00 0.075
H 3.088 -0.349 5.043 0.00 0.03 0.00 0.092
S -0.703 0.732 -1.647 0.07 -0.47 0.09 0.120
S 0.234 2.493 -2.150 0.00 0.07 -0.09 0.108
S 0.088 3.420 -0.336 -0.01 0.08 -0.02 0.079
S 1.125 1.989 0.717 0.05 -0.08 0.16 0.182
C -4.166 -3.372 3.650 -0.01 0.00 0.01 -0.053
C -4.776 -3.361 2.404 0.00 -0.01 -0.01 -0.050
C -4.415 -2.413 1.455 0.00 -0.02 -0.04 -0.082
C -3.448 -1.441 1.733 0.07 -0.09 0.02 -0.299
C -2.863 -1.460 3.003 -0.02 -0.08 0.04 -0.144
C -3.208 -2.413 3.952 0.00 0.02 0.00 -0.075
Si -3.007 -0.207 0.385 0.08 0.02 0.01 0.636
C -3.477 -0.908 -1.274 -0.22 0.13 -0.04 -0.341
C -4.751 -0.539 -1.729 0.00 -0.03 -0.03 -0.087
C -5.266 -1.059 -2.909 0.02 -0.01 0.00 -0.051
C -4.512 -1.946 -3.662 -0.05 0.01 -0.02 -0.054
C -3.244 -2.312 -3.234 0.09 0.00 0.05 -0.061
C -2.734 -1.797 -2.052 -0.04 -0.08 -0.03 -0.143
C -3.816 1.438 0.651 -0.04 0.15 0.06 -0.330
C -4.597 1.664 1.789 -0.03 -0.02 -0.03 -0.104
C -5.224 2.887 1.987 0.02 -0.02 0.00 -0.062
C -5.074 3.901 1.052 -0.01 0.03 0.00 -0.055
C -4.308 3.691 -0.088 0.04 -0.01 -0.01 -0.057
C -3.684 2.469 -0.287 -0.06 0.00 0.07 -0.113
H -4.449 -4.111 4.388 0.00 0.00 0.00 0.117
H -5.538 -4.093 2.169 0.01 0.00 0.00 0.119
H -4.897 -2.439 0.484 0.02 0.02 -0.01 0.109
H -2.136 -0.709 3.278 0.04 0.09 0.03 0.060
H -2.758 -2.390 4.938 -0.01 0.00 0.00 0.106
H -5.352 0.163 -1.162 0.02 -0.02 0.00 0.109
H -6.253 -0.764 -3.240 0.00 0.00 0.00 0.116
H -4.909 -2.347 -4.585 0.00 0.00 0.00 0.116
H -2.647 -2.992 -3.827 0.00 0.00 0.00 0.110
H -1.736 -2.091 -1.756 0.10 -0.05 0.07 0.062
H -4.738 0.873 2.518 0.01 0.02 -0.01 0.105
H -5.839 3.045 2.863 0.00 -0.01 0.00 0.114
H -5.565 4.853 1.204 -0.01 0.00 -0.01 0.115
H -4.209 4.475 -0.827 0.00 0.00 0.00 0.115
H -3.114 2.310 -1.195 0.03 -0.01 -0.03 0.082
```
Forces are in eV/Å.

Calculated values
Molar mass (g/mol): 861.05
Kohn-Sham gap (eV): 5.55
Calculated total energy (eV): -95777.1872
ΔE to the lowest compared entry with this formula, charge and spin (kJ/mol): 0.0
Max |F| (eV/Å): 0.480
Charge: +2

No. 2
C38H39N3O4P2ScTe as an isolated structure, computed with wB97M-V/def2-TZVPD.

The geometry in XYZ format:
```
88
Properties=species:S:1:pos:R:3:forces:R:3:nbo_charge:R:1
Sc -0.887 -1.431 -0.675 -1.12 0.06 0.16 1.632
C -3.516 -3.608 -0.488 -0.21 0.18 -0.10 -0.263
C -4.315 -2.446 -0.304 -0.14 -0.28 0.45 -0.327
C -3.680 -1.621 0.617 -0.11 0.13 -0.20 -0.247
C -2.439 -2.220 0.979 0.59 -0.40 0.23 -0.627
C -2.388 -3.498 0.296 0.36 0.23 0.54 -0.307
H -3.786 -4.449 -1.103 0.04 -0.12 -0.13 0.231
H -5.320 -2.327 -0.676 -0.02 0.16 -0.17 0.233
H -4.109 -0.741 1.074 0.09 0.11 -0.08 0.226
H -1.928 -2.023 1.927 -0.04 -0.02 -0.29 0.254
H -1.653 -4.274 0.485 -0.06 0.22 -0.20 0.249
C 0.764 1.690 2.477 0.05 0.06 0.22 -0.436
N 0.168 0.643 1.656 -0.03 -0.35 -0.57 -1.047
P 1.152 -0.577 0.937 -0.01 1.24 1.22 1.049
C 2.655 0.348 0.452 -0.34 -0.41 -0.30 -0.374
C 2.554 1.079 -0.728 -0.13 -0.06 0.03 -0.225
C 3.644 1.773 -1.213 -0.02 0.11 -0.04 -0.153
C 4.837 1.759 -0.506 0.01 -0.01 -0.04 -0.195
C 4.925 1.076 0.696 0.10 0.04 0.02 -0.198
C 3.844 0.352 1.170 -0.16 -0.05 0.04 -0.182
C 1.741 -1.570 2.343 -0.13 -0.31 -0.36 -0.419
C 1.262 -1.463 3.644 -0.03 0.14 -0.17 -0.197
C 1.764 -2.289 4.636 0.03 -0.04 0.05 -0.190
C 2.728 -3.236 4.332 -0.02 0.01 0.00 -0.182
C 3.181 -3.375 3.029 0.05 -0.03 0.00 -0.213
C 2.688 -2.550 2.037 -0.11 0.12 0.00 -0.130
P -1.296 0.926 0.796 0.89 0.77 0.52 1.041
C -2.444 1.285 2.154 -0.18 -0.41 -0.32 -0.416
C -2.316 0.609 3.364 0.08 0.03 -0.13 -0.193
C -3.254 0.790 4.361 -0.03 0.00 0.08 -0.196
C -4.338 1.626 4.149 -0.03 0.01 -0.01 -0.178
C -4.487 2.276 2.934 -0.09 0.06 0.01 -0.218
C -3.548 2.104 1.934 0.13 -0.06 -0.04 -0.147
C -1.020 2.574 0.045 -0.22 -0.47 -0.12 -0.404
C -0.611 2.548 -1.286 -0.11 -0.20 0.12 -0.141
C -0.210 3.706 -1.923 0.06 0.06 -0.10 -0.227
C -0.238 4.909 -1.232 -0.03 -0.05 -0.07 -0.177
C -0.685 4.947 0.079 0.04 0.09 0.09 -0.198
C -1.075 3.787 0.726 0.03 -0.08 -0.08 -0.184
H 1.595 1.271 3.046 -0.04 0.07 0.05 0.223
H 0.015 2.074 3.170 0.06 0.03 0.07 0.218
H 1.141 2.520 1.873 0.01 -0.07 -0.03 0.209
H 1.603 1.094 -1.253 0.18 0.04 -0.03 0.213
H 3.568 2.330 -2.136 0.01 0.06 -0.08 0.206
H 5.699 2.273 -0.901 0.09 0.12 0.02 0.227
H 5.839 1.105 1.269 0.12 -0.06 0.00 0.230
H 3.922 -0.212 2.088 0.07 0.01 0.05 0.233
H 0.505 -0.733 3.889 -0.03 0.08 0.01 0.212
H 1.402 -2.192 5.649 -0.03 0.01 0.06 0.224
H 3.122 -3.872 5.110 0.02 -0.07 0.06 0.228
H 3.917 -4.127 2.786 0.05 -0.06 -0.02 0.230
H 3.031 -2.657 1.017 0.11 -0.09 -0.04 0.216
H -1.479 -0.056 3.519 0.03 -0.04 0.02 0.223
H -3.142 0.276 5.303 0.00 -0.06 0.10 0.228
H -5.071 1.766 4.927 -0.09 0.02 0.09 0.229
H -5.336 2.919 2.764 -0.12 0.08 -0.01 0.227
H -3.660 2.608 0.983 -0.07 0.09 -0.03 0.213
H -0.618 1.584 -1.800 0.05 0.21 -0.03 0.195
H 0.126 3.683 -2.949 0.00 0.00 -0.12 0.217
H 0.075 5.819 -1.721 0.02 0.07 -0.04 0.229
H -0.714 5.890 0.604 -0.02 0.09 0.06 0.230
H -1.423 3.824 1.749 0.02 0.01 0.06 0.231
C 0.936 0.876 -4.195 0.01 0.03 -0.01 -0.654
C 1.402 -0.372 -3.545 -0.24 0.04 0.13 0.413
N 0.848 -1.039 -2.539 -0.16 -0.25 0.13 -0.562
C 1.677 -2.126 -2.312 0.36 -0.17 -0.29 -0.017
C 2.734 -2.092 -3.194 -0.24 -0.21 0.52 0.036
N 2.529 -0.979 -3.954 0.00 -0.23 0.24 -0.472
C 3.958 -2.916 -3.464 -0.34 0.25 -0.02 0.779
O 4.153 -3.975 -2.727 0.11 -0.42 0.27 -0.654
O 4.692 -2.549 -4.347 0.07 -0.02 -0.01 -0.581
C 1.359 -3.149 -1.266 1.44 0.02 -0.92 0.800
O 2.164 -4.043 -1.034 -0.31 -0.03 0.15 -0.619
O 0.244 -2.979 -0.674 -0.06 -0.85 0.16 -0.835
H 0.012 1.232 -3.757 -0.04 -0.03 0.02 0.232
H 0.774 0.696 -5.257 -0.06 0.06 -0.06 0.249
H 1.696 1.649 -4.099 0.03 0.11 0.01 0.240
H 3.168 -0.707 -4.690 -0.02 0.01 0.00 0.460
H 3.444 -4.136 -2.030 0.09 0.39 -0.35 0.521
C -3.879 0.699 -1.967 0.00 -0.18 0.03 -0.832
Te -3.051 -1.185 -2.648 -0.23 1.13 -0.93 0.585
C -2.392 -0.189 -4.491 -0.06 -0.13 0.32 -0.875
H -4.908 0.789 -2.296 -0.10 -0.12 -0.06 0.239
H -3.303 1.522 -2.379 0.16 -0.05 -0.08 0.224
H -3.841 0.738 -0.883 -0.02 -0.15 0.04 0.228
H -2.105 0.840 -4.289 0.04 -0.02 0.12 0.211
H -3.225 -0.177 -5.188 -0.11 -0.10 0.06 0.238
H -1.564 -0.722 -4.947 0.08 -0.12 0.05 0.226
```
Forces are in eV/Å.

Calculated values
Molar mass (g/mol): 836.25
Kohn-Sham gap (eV): 7.51
Calculated total energy (eV): -99269.3532
ΔE to the lowest compared entry with this formula, charge and spin (kJ/mol): 0.0
Max |F| (eV/Å): 1.740
Charge: +1